# 1
Here is a molecular structure, C37H41AlCl2Ge2N2O5S2 from the Open Molecules 2025 dataset. Energies are from ωB97M-V/def2-TZVPD.

Geometry as XYZ:
```
92
Properties=species:S:1:pos:R:3:forces:R:3:mulliken_charge:R:1
Al -0.5250 -1.0085 -0.3573 -0.2 0.0 0.2 -2.51
C -2.7405 -5.2723 5.5440 0.0 0.0 0.0 -1.50
C -2.0181 -4.7825 4.3226 0.0 0.0 0.0 0.93
C -1.0946 -5.5923 3.6687 0.0 0.0 0.0 -0.83
C -0.4437 -5.1548 2.5262 0.0 0.0 0.0 -0.64
C -0.7331 -3.8900 2.0397 0.0 0.0 0.0 0.26
C -1.6454 -3.0522 2.6751 0.0 0.0 0.0 -0.22
C -2.2796 -3.5078 3.8128 0.0 0.0 0.0 -1.27
S 0.0730 -3.3230 0.6028 0.2 0.1 0.0 1.59
O 1.0411 -4.2822 0.1789 0.0 0.0 0.0 -0.73
O -0.9502 -2.9203 -0.4134 -0.1 0.0 -0.1 -0.62
N 0.6023 -1.8260 0.8838 0.2 -0.3 -0.1 0.83
C 1.3262 -1.5426 2.0612 0.0 0.1 0.0 0.19
C 2.3554 -2.3173 2.5215 -0.1 0.0 0.0 -0.29
C 2.9665 -2.0190 3.7601 0.0 0.0 0.0 -0.95
C 2.5494 -0.9540 4.5039 0.0 0.0 0.0 -0.83
C 1.5063 -0.1209 4.0306 0.0 0.0 0.0 0.98
C 1.0544 1.0220 4.7286 0.0 0.0 0.0 -1.13
C 0.0740 1.7927 4.1781 0.1 -0.1 0.0 -1.04
C -0.4582 1.4276 2.9225 0.0 -0.1 0.4 -0.17
N -0.0768 0.3729 2.2444 0.0 0.0 0.0 0.75
C 0.8931 -0.4061 2.7954 0.1 0.0 -0.1 -0.10
H -2.1805 -6.0579 6.0481 0.0 0.0 0.0 0.39
H -3.7129 -5.6833 5.2652 0.0 0.0 0.0 0.31
H -2.9165 -4.4618 6.2501 0.0 0.0 0.0 0.38
H -0.8778 -6.5781 4.0600 0.0 0.0 0.0 0.40
H 0.2789 -5.7772 2.0171 0.0 0.0 0.0 0.57
H -1.8462 -2.0587 2.2908 0.0 0.0 0.0 0.44
H -2.9890 -2.8669 4.3213 0.0 0.0 0.0 0.44
H 2.6906 -3.1640 1.9363 0.0 0.0 0.0 0.61
H 3.7726 -2.6482 4.1125 0.0 0.0 0.0 0.45
H 3.0149 -0.7223 5.4534 0.0 0.0 0.0 0.45
H 1.4997 1.2730 5.6836 0.0 0.0 0.0 0.47
H -0.2991 2.6776 4.6746 0.0 0.0 0.0 0.54
H -1.2243 2.0467 2.4709 0.4 -0.4 0.7 0.12
Cl -5.7317 -1.0251 -0.5076 0.0 0.0 0.0 -0.16
C -4.4097 0.1241 -0.3458 0.0 0.1 0.0 0.43
Cl -4.6718 1.5896 -1.3146 0.0 0.0 0.0 -0.17
C -3.0973 -0.5036 -0.8114 -0.1 -0.1 0.2 0.40
O -2.9900 -1.0586 -1.8796 0.0 0.0 0.1 -0.64
O -2.1280 -0.3597 0.0638 -0.1 0.1 -0.1 0.29
H -4.3478 0.4297 0.6919 0.0 0.0 0.0 0.19
C 3.5146 -0.0738 -1.4675 0.0 0.0 0.0 -0.88
Ge 2.9362 1.4945 -0.4494 -0.1 0.1 0.0 0.85
C 3.6898 3.1868 -1.1004 0.1 0.0 0.0 -1.22
C 3.5041 1.2938 1.4028 0.0 0.0 0.0 -1.16
Ge 0.5130 1.7557 -0.8543 0.1 0.0 0.0 0.62
C 0.2652 2.2408 -2.7388 -0.1 0.0 0.0 0.82
C 1.2807 2.1321 -3.6909 0.1 0.0 0.0 -0.54
C 1.1053 2.6095 -4.9838 0.0 0.1 0.0 -0.80
C -0.1079 3.1716 -5.3563 0.0 0.0 0.0 -0.62
C -1.1427 3.2530 -4.4329 0.0 0.0 0.0 -0.68
C -0.9526 2.8018 -3.1342 0.0 0.0 0.0 -0.51
C -0.4716 3.1693 0.0737 -0.1 -0.1 0.0 0.34
C -0.0387 4.4876 -0.0827 0.0 0.0 0.0 -0.96
C -0.7422 5.5354 0.4922 0.0 0.0 0.0 -0.63
C -1.8987 5.2808 1.2176 0.0 0.0 0.0 -0.74
C -2.3445 3.9768 1.3714 -0.1 0.0 -0.1 -0.45
C -1.6309 2.9271 0.8066 -0.2 0.4 -0.7 0.33
H 4.6035 -0.1392 -1.4574 0.0 0.0 0.0 0.55
H 3.1786 -0.0462 -2.5038 0.0 0.0 0.0 0.19
H 3.1129 -0.9747 -0.9992 0.0 0.0 0.0 0.13
H 4.7790 3.1133 -1.0859 0.0 0.0 0.0 0.48
H 3.3955 3.9886 -0.4224 0.0 0.0 0.0 0.38
H 3.3684 3.4455 -2.1063 0.0 0.0 0.0 0.37
H 4.5449 1.6189 1.4596 0.0 0.0 0.0 0.55
H 3.4572 0.2556 1.7202 0.0 -0.1 0.1 0.20
H 2.9144 1.9086 2.0828 0.0 0.0 0.0 0.33
H 2.2329 1.6881 -3.4255 0.0 0.0 0.0 0.16
H 1.9160 2.5440 -5.6985 0.0 0.0 0.0 0.43
H -0.2460 3.5468 -6.3620 0.0 0.0 0.0 0.41
H -2.0914 3.6901 -4.7180 0.0 0.0 0.0 0.48
H -1.7565 2.9125 -2.4128 0.0 0.0 0.0 0.33
H 0.8486 4.7048 -0.6687 0.0 0.0 0.0 0.33
H -0.3940 6.5525 0.3667 0.0 0.0 0.0 0.45
H -2.4537 6.0999 1.6558 0.0 0.0 0.0 0.40
H -3.2536 3.7781 1.9256 0.0 0.0 0.0 0.49
H -1.9775 1.9093 0.9349 -0.2 0.1 -0.4 0.15
O -0.0552 -0.9598 -2.0933 0.1 0.0 -0.1 1.10
S -0.5840 -1.9756 -3.1745 0.0 0.1 0.0 0.35
C -1.5380 -0.9606 -4.3196 0.0 0.1 -0.1 -0.67
C -0.5686 -0.4294 -5.3637 0.0 -0.1 0.0 0.21
C 0.4051 -1.5693 -5.6455 0.0 0.0 0.0 -0.99
C 0.8540 -2.0830 -4.2784 0.0 0.0 0.0 -0.13
H -2.0521 -0.2110 -3.7226 0.0 -0.1 -0.1 0.21
H -2.2827 -1.6430 -4.7352 0.0 0.0 0.0 0.56
H -0.0382 0.4331 -4.9610 0.0 -0.1 0.0 -0.50
H -1.1016 -0.1089 -6.2579 0.0 0.0 0.0 0.60
H 1.2677 -1.2454 -6.2267 0.0 0.0 0.0 0.43
H -0.0884 -2.3666 -6.2050 0.0 0.0 0.0 0.34
H 1.5942 -1.4304 -3.8141 0.0 0.0 0.0 -0.31
H 1.2185 -3.1079 -4.2717 0.0 0.0 0.0 0.58
```
Positions in Å, forces in eV/Å.

Calculated values
LUMO (spin up / spin down) in eV: -2.28 / -4.19
Spin multiplicity: 2
Maximum force in eV/Å: 0.87
Highest occupied orbital energy (spin up / spin down) in eV: -10.04 / -11.00
Net charge: +1

***

# 2
Here is 2 unconnected molecules or ions with the total composition C5H9N3O2 at a distorted geometry from the Open Molecules 2025 dataset. Energies are from ωB97M-V/def2-TZVPD.

Geometry as XYZ:
```
19
Properties=species:S:1:pos:R:3:forces:R:3:mulliken_charge:R:1
O -2.2862 0.8777 0.2865 1.7 -1.5 0.8 -0.56
C -1.1868 0.3698 0.3792 -0.2 -1.2 -1.8 0.33
N -0.9677 -1.2196 0.7395 -1.6 3.3 -0.7 -0.28
C -0.0745 -2.1364 0.1998 1.6 0.9 0.5 0.05
N 0.9087 -1.9003 -0.5743 -0.9 -1.0 -0.6 -0.52
C 0.8337 -0.7467 -1.4507 0.3 0.5 -0.2 -0.70
C 1.0889 0.5411 -0.7090 0.0 -0.2 0.3 -0.05
C 0.3401 1.7878 -1.0442 -0.3 0.1 -0.2 -0.46
N 0.0058 1.0149 0.1286 -0.4 -0.5 -0.2 0.06
H -1.8981 -1.5913 0.8995 0.1 0.0 0.4 0.22
H -0.0963 -3.0883 0.7416 -0.2 0.1 -0.2 0.36
H 1.5783 -0.8583 -2.2515 -0.1 0.0 0.3 0.33
H -0.1462 -0.6765 -1.9577 0.1 -0.1 0.3 0.33
H 2.0747 0.6342 -0.2466 -0.2 0.0 -0.1 0.31
H 0.7939 2.7608 -0.8535 -0.2 -0.2 0.0 0.26
H -0.3700 1.7430 -1.8732 0.2 0.0 0.2 0.24
H 0.1238 -0.0894 2.1180 -2.3 5.2 2.3 0.48
O -0.1124 0.8797 2.6899 2.7 -4.5 0.5 -0.73
H -0.6099 1.6978 2.7781 -0.4 -0.9 -1.4 0.31
```
Positions in Å, forces in eV/Å.

Calculated values
LUMO in eV: 0.65
Maximum force in eV/Å: 6.13
Highest occupied orbital energy in eV: -9.65
Structure (SMILES): O=C1NC=NC[C@H]2CN12.O

***

# 3
Here is 14 unconnected molecules or ions with the total composition C20H63IN3O16 at a distorted geometry from the Open Molecules 2025 dataset. Energies are from ωB97M-V/def2-TZVPD.

Geometry as XYZ:
```
103
Properties=species:S:1:pos:R:3:forces:R:3:mulliken_charge:R:1
C -1.1648 -2.6820 -5.2615 -1.3 0.3 -0.1 -0.76
C -2.1774 -2.6634 -4.0029 0.8 0.6 0.7 -0.60
C -1.4589 -2.1494 -2.6296 -1.7 -0.6 -0.7 -0.05
N -0.6668 -3.3149 -2.1264 0.0 0.7 -0.4 -0.96
N -0.0295 -3.0292 -0.9353 3.5 1.6 4.9 0.66
C -0.3877 -3.3915 0.4303 1.2 0.1 2.5 0.34
C -1.7187 -4.2199 0.8525 0.3 1.5 -0.5 -0.74
C -2.7431 -3.0877 1.4159 -1.0 -1.1 2.5 0.19
O -3.3307 -3.2150 2.5200 2.2 0.6 -4.2 -0.50
C 0.6642 -2.8941 1.4867 -2.4 -0.5 -5.6 0.30
C 0.6801 -3.1147 3.0670 0.1 -0.2 -0.7 -0.66
C 1.1648 -1.8628 3.9476 -0.1 0.0 0.6 -0.87
C 0.3486 -0.4869 3.7224 0.5 0.1 1.7 0.26
C 1.3194 0.7633 4.1283 -0.5 -0.3 -0.1 -0.28
C 0.4517 2.1064 4.3492 -0.7 -0.1 -0.7 -0.80
C 0.0286 2.7762 2.9247 1.7 -0.1 0.3 0.67
C 1.3262 3.5163 2.2528 -1.4 -0.5 0.6 -0.65
C 0.9113 3.9888 0.7737 0.5 0.2 0.8 0.11
C 2.0953 3.9456 -0.3149 -0.8 1.6 -0.5 -0.40
O 3.3816 3.5165 0.1983 -0.8 -1.3 -1.2 -0.34
C 4.1374 2.7558 -0.7693 1.1 0.0 0.0 -0.43
N 1.5781 -2.2183 0.5735 -2.0 -0.8 -2.1 -0.24
I 3.3047 -1.2274 1.0828 -0.4 -0.1 0.0 0.29
C 1.1931 -2.2678 -0.8331 -1.3 -1.3 1.4 0.13
C 1.9044 -1.6345 -2.1160 -0.1 0.0 -0.1 -0.33
O 3.2655 -2.1043 -2.1958 -0.7 1.0 -0.3 -0.33
C 4.0109 -1.3902 -3.2259 0.4 0.9 -1.4 -0.69
H -1.6107 -3.3725 -6.0698 1.0 1.0 1.4 0.30
H -1.1945 -1.6240 -5.7105 0.4 -1.5 0.7 0.24
H -0.1076 -3.0229 -5.0052 -1.6 0.5 -0.3 0.08
H -2.5770 -3.7163 -3.7516 0.3 1.7 -0.6 0.33
H -3.0248 -1.9082 -4.2017 1.1 -1.5 0.2 0.34
H -2.2881 -1.9489 -1.8461 1.2 0.2 -1.2 0.12
H -0.8113 -1.2213 -2.8102 -0.8 -1.5 0.4 0.22
H -1.2330 -4.1719 -2.0408 0.4 0.7 0.1 0.35
H -1.5246 -4.9729 1.6860 -0.1 1.1 -1.2 0.33
H -2.1770 -4.7645 -0.0618 0.7 1.0 1.5 0.37
H -2.8691 -2.1340 0.7661 0.1 -1.3 0.9 0.24
H 1.3321 -4.0543 3.2527 -1.0 1.6 -0.2 0.34
H -0.4029 -3.4024 3.3599 1.7 0.6 -0.6 0.24
H 0.9687 -2.1620 5.0502 0.4 0.3 -1.8 0.39
H 2.3083 -1.6916 3.8925 -2.0 -0.4 -0.2 0.33
H -0.4876 -0.4787 4.5242 1.1 -0.1 -1.6 0.29
H -0.1314 -0.3733 2.6918 0.8 -0.1 1.3 -0.24
H 2.0862 0.8390 3.2830 -1.0 0.3 1.2 -0.08
H 1.9096 0.5070 5.0925 -1.1 0.3 -1.5 0.39
H -0.5344 1.8107 4.8602 1.5 0.3 -0.5 0.33
H 0.9589 2.8691 5.0443 -0.6 -1.2 -1.2 0.35
H -0.2455 1.9236 2.1957 0.1 1.3 1.1 -0.27
H -0.8390 3.5071 3.0254 1.3 -1.2 0.0 -0.18
H 2.1662 2.7450 2.2991 -0.9 1.3 -0.4 0.29
H 1.5889 4.4039 2.9344 -0.2 -1.3 -1.1 0.17
H 0.0270 3.3312 0.4447 1.4 1.1 0.3 -0.21
H 0.5519 5.0846 0.8772 0.4 -1.9 -0.4 0.23
H 1.7106 3.3569 -1.2135 0.9 0.5 1.3 0.27
H 2.2371 5.0352 -0.6891 -0.2 -1.7 0.4 0.20
H 4.9144 3.4461 -1.2544 -1.1 -1.0 0.4 0.25
H 3.5129 2.2630 -1.5905 0.6 0.8 1.1 0.18
H 4.7371 1.9239 -0.2352 -1.0 1.3 -0.6 0.13
H 1.3292 -1.9630 -3.0646 0.6 0.3 1.7 0.17
H 1.8858 -0.4744 -2.1185 -0.1 -1.8 0.4 0.37
H 5.0343 -1.0303 -2.8311 -1.7 -0.9 -0.5 0.32
H 3.4426 -0.4541 -3.6106 0.8 -1.5 0.8 0.30
H 4.1554 -2.0541 -4.1644 -0.2 0.9 1.7 0.28
O -2.4043 3.3352 1.3591 -0.6 0.4 0.0 -0.55
H -3.1359 3.9352 1.1601 0.0 -0.1 -0.2 0.25
H -2.8281 2.5895 1.8043 0.1 0.0 -0.1 0.30
O 6.2513 -2.3724 -1.1379 -0.1 0.0 0.1 -0.64
H 5.9073 -3.1957 -1.5070 0.1 0.1 0.1 0.34
H 5.4986 -1.9962 -0.6644 0.1 -0.2 -0.1 0.19
O -2.8250 5.1286 3.9250 0.1 0.2 -0.2 -0.62
H -2.6571 4.8432 3.0172 0.1 -0.1 0.1 0.29
H -2.9432 6.0853 3.8513 0.0 -0.1 0.1 0.33
O -2.3572 0.6935 0.0782 0.1 -0.3 -0.3 -0.53
H -2.9717 0.5441 -0.6528 -0.1 0.0 0.2 0.27
H -1.9295 -0.1638 0.2038 0.0 0.2 0.0 0.17
O -6.2375 -1.6348 3.1254 0.2 -0.2 -0.3 -0.62
H -5.2938 -1.6290 2.9214 -0.1 0.0 0.1 0.32
H -6.4763 -2.5707 3.0981 -0.1 0.2 0.2 0.32
O -0.6173 7.3326 4.7424 0.0 -0.5 -0.1 -0.64
H 0.3286 7.2904 4.5355 -0.1 0.3 0.0 0.33
H -0.9168 6.4174 4.6582 0.0 0.1 0.1 0.37
O -3.1200 1.1007 -4.7342 -0.1 0.0 0.2 -0.64
H -2.2189 1.4386 -4.6389 -0.1 -0.1 -0.2 0.36
H -3.6791 1.8686 -4.5567 -0.1 -0.1 -0.5 0.28
O 2.1139 8.0127 4.2836 0.4 0.0 -0.1 -0.67
H 2.6009 8.1502 3.4615 -0.2 0.0 0.1 0.31
H 2.8015 7.9784 4.9604 -0.2 0.0 0.0 0.31
O 0.4807 -4.9912 -6.2318 0.1 -0.2 0.1 -0.67
H 1.1036 -4.9968 -5.4941 -0.1 -0.1 -0.1 0.30
H 0.4885 -5.9049 -6.5507 0.0 0.0 0.1 0.34
O -6.1924 -4.8905 3.9543 0.3 0.0 -0.2 -0.62
H -5.7687 -5.5916 4.4645 -0.2 0.1 0.0 0.30
H -5.5015 -4.5930 3.3485 0.0 -0.1 0.2 0.32
O -1.9752 2.3583 -2.6407 -0.2 -0.4 0.5 -0.65
H -2.8146 1.9637 -2.9150 0.2 0.1 0.1 0.43
H -1.8099 1.9759 -1.7653 0.1 0.2 0.1 0.25
O 0.0243 4.2376 -2.4330 -0.1 0.2 -0.4 -0.54
H -0.8092 3.7678 -2.5791 0.0 0.1 0.0 0.34
H 0.1329 4.7719 -3.2295 0.1 0.0 0.2 0.25
O 2.2837 -6.7832 -7.5058 -0.1 0.2 -0.3 -0.64
H 2.4777 -7.1259 -8.3875 0.0 -0.1 0.2 0.32
H 2.1024 -5.8453 -7.6543 0.1 -0.1 0.0 0.35
```
Positions in Å, forces in eV/Å.

Calculated values
LUMO in eV: -4.31
Maximum force in eV/Å: 6.23
Highest occupied orbital energy in eV: -11.20
Net charge: +1

***

# 4
Here is 2 unconnected molecules or ions with the total composition C2H8N2 at a distorted geometry from the Open Molecules 2025 dataset. Energies are from ωB97M-V/def2-TZVPD.

Geometry as XYZ:
```
12
Properties=species:S:1:pos:R:3:forces:R:3:mulliken_charge:R:1
C 2.8171 -0.3815 0.2836 -0.4 -1.4 1.1 -0.86
H 2.4574 0.5551 0.7421 -0.2 -0.5 -0.4 0.22
H 3.3868 -0.1791 -0.6140 0.1 0.0 -0.1 0.23
H 3.4480 -0.8833 1.0601 -0.2 0.5 -0.8 0.23
H 2.0126 -1.1570 0.0662 0.7 1.4 0.2 0.18
N -1.9816 -0.7985 -0.0448 1.8 2.5 0.6 -0.45
C -2.0047 0.5250 -0.5482 -1.1 1.3 1.9 0.07
N -1.9451 1.5734 0.2610 0.3 -5.0 -0.6 -0.66
H -2.6481 -1.5062 -0.2080 -0.8 -0.4 -0.6 0.21
H -1.5993 -0.7723 0.9004 -0.5 -0.2 -0.3 0.26
H -2.1449 0.6513 -1.6333 0.2 -0.3 0.3 0.34
H -1.7984 2.3731 -0.2651 0.1 2.0 -1.4 0.24
```
Positions in Å, forces in eV/Å.

Calculated values
LUMO in eV: 1.07
Maximum force in eV/Å: 5.00
Highest occupied orbital energy in eV: -9.51
Structure (SMILES): [H]/N=C/N.C